This record from OMol25 describes a 2-piece molecular cluster, C9H12N4 overall. The level of theory is ωB97M-V with the def2-TZVPD basis set.

Structure (ORCA input):
```
! RIJCOSX wB97M-V def2-TZVPD def2/J DEFGRID3
* xyz 0 1
C -1.390 -1.847 -2.497
N -0.107 -1.160 -2.383
C 1.103 -1.939 -2.144
C -0.081 0.151 -2.240
H -1.188 -2.903 -2.700
H -1.979 -1.750 -1.571
H -1.972 -1.399 -3.314
H 0.852 -2.993 -2.289
H 1.892 -1.634 -2.844
H 1.481 -1.781 -1.123
H 0.869 0.671 -2.346
H -0.988 0.708 -2.476
C 1.327 0.873 3.241
C 1.396 0.533 1.885
C 0.315 0.902 1.077
C -0.805 1.584 1.624
C -0.843 1.972 2.969
C 0.228 1.580 3.772
N -1.762 1.693 0.616
N -1.241 1.127 -0.462
N 0.011 0.647 -0.263
H 2.141 0.590 3.913
H 2.222 0.002 1.413
H -1.703 2.548 3.307
H 0.223 1.823 4.837
*
```

energy above the lowest of the compared OMol25 structures with the same formula, charge and spin = 65.41 kcal per mole
strongest force on any atom = 2.72 eV/A
Kohn-Sham gap = 8.12 eV

***

This record from OMol25 describes C32H48As3N5O3Sc as an isolated structure. The level of theory is ωB97M-V with the def2-TZVPD basis set.

Structure (ORCA input):
```
! RIJCOSX wB97M-V def2-TZVPD def2/J DEFGRID3
* xyz 1 1
Sc 0.448 0.055 0.599
N -1.866 -0.592 0.831
C -1.936 -1.804 1.697
C -0.591 -2.360 2.136
O -0.597 -3.262 2.955
N 0.503 -1.756 1.592
C 1.781 -1.998 2.281
C 2.572 -0.690 2.365
O 3.513 -0.557 3.094
O 2.093 0.262 1.547
H -2.545 0.083 1.158
H -2.152 -0.850 -0.109
H -2.504 -2.602 1.222
H -2.460 -1.560 2.619
H 2.403 -2.731 1.762
H 1.623 -2.381 3.285
C -0.539 0.113 4.233
C -1.123 1.272 3.473
C -2.147 2.030 4.038
C -2.623 3.140 3.374
C -2.011 3.529 2.189
C -0.984 2.752 1.699
N -0.608 1.598 2.281
C -0.146 3.197 0.550
C 0.010 4.540 0.260
C 0.910 4.904 -0.725
C 1.636 3.923 -1.373
C 1.428 2.595 -1.039
N 0.530 2.250 -0.107
C 2.209 1.491 -1.674
C 3.157 1.753 -2.639
C 3.870 0.699 -3.190
C 3.629 -0.575 -2.734
C 2.674 -0.779 -1.743
C 2.479 -2.160 -1.188
N 1.956 0.235 -1.251
H -0.015 0.497 5.112
H -1.310 -0.573 4.591
H 0.179 -0.434 3.637
H -2.553 1.737 4.998
H -3.438 3.722 3.785
H -2.334 4.420 1.667
H -0.515 5.291 0.831
H 1.068 5.948 -0.966
H 2.359 4.204 -2.123
H 3.359 2.761 -2.969
H 4.612 0.884 -3.957
H 4.182 -1.423 -3.117
H 3.374 -2.457 -0.634
H 1.629 -2.229 -0.517
H 2.347 -2.877 -1.998
C -0.931 -4.493 -0.916
As -1.629 -2.774 -1.531
C -3.511 -3.337 -1.477
C -1.234 -3.030 -3.435
C -1.743 -1.992 -4.446
C -3.252 -1.763 -4.289
C -1.018 -0.633 -4.344
As -1.101 0.597 -2.791
C -2.977 1.161 -2.824
C -0.480 2.124 -3.859
C -1.433 -2.465 -5.886
As -1.866 -4.222 -6.697
C -3.432 -4.889 -5.724
C -0.530 -5.379 -5.847
H -1.476 -5.299 -1.408
H -1.069 -4.571 0.164
H 0.127 -4.592 -1.138
H -3.736 -3.975 -2.333
H -4.199 -2.494 -1.478
H -3.662 -3.912 -0.563
H -1.643 -4.009 -3.679
H -0.144 -3.114 -3.517
H -3.501 -1.414 -3.286
H -3.819 -2.674 -4.474
H -3.595 -1.003 -4.997
H -1.359 -0.017 -5.179
H 0.059 -0.779 -4.478
H -3.335 1.260 -3.849
H -3.024 2.136 -2.337
H -3.626 0.473 -2.284
H -1.140 2.230 -4.719
H 0.539 1.967 -4.211
H -0.519 3.043 -3.272
H -0.354 -2.402 -6.061
H -1.883 -1.752 -6.581
H -4.311 -4.288 -5.949
H -3.288 -4.945 -4.644
H -3.610 -5.897 -6.100
H 0.465 -4.949 -5.976
H -0.551 -6.335 -6.371
H -0.711 -5.559 -4.788
*
```

strongest force on any atom = 1.06 eV/A
Kohn-Sham gap = 6.98 eV

***

This record from OMol25 describes a 14-piece molecular cluster, C49H131N5O15 overall. The level of theory is ωB97M-V with the def2-TZVPD basis set.

Structure (ORCA input):
```
! RIJCOSX wB97M-V def2-TZVPD def2/J DEFGRID3
* xyz 0 1
C -1.315 -2.596 2.716
O -0.410 -1.516 2.541
C -0.420 -1.042 1.218
C 0.493 0.233 1.219
N 0.394 0.933 -0.023
C 1.074 0.352 -1.126
C 0.295 0.567 -2.422
O 1.128 -0.073 -3.449
C 0.666 -0.019 -4.837
H -1.301 -3.373 1.951
H -2.272 -2.080 2.638
H -1.357 -2.991 3.731
H -1.425 -0.876 0.830
H 0.104 -1.726 0.551
H 1.534 -0.080 1.307
H 0.273 0.865 2.079
H -0.511 1.309 -0.267
H 1.254 -0.719 -1.035
H 2.108 0.697 -1.117
H 0.127 1.638 -2.533
H -0.652 0.031 -2.477
H 0.394 0.946 -5.265
H -0.226 -0.633 -4.969
H 1.480 -0.368 -5.472
C -4.426 -8.670 4.034
C -5.906 -8.830 4.265
C -6.484 -7.591 4.930
O -5.844 -7.470 6.186
C -5.904 -6.154 6.791
N -6.525 -9.088 2.982
H -4.122 -7.976 3.251
H -3.973 -9.642 3.840
H -3.922 -8.225 4.892
H -6.033 -9.702 4.906
H -7.563 -7.711 5.019
H -6.360 -6.715 4.293
H -6.846 -5.959 7.304
H -5.721 -5.388 6.037
H -5.182 -6.060 7.601
H -6.291 -10.021 2.673
H -7.478 -9.165 3.308
C -1.907 6.210 8.615
C -2.473 5.294 9.717
C -1.904 3.853 9.725
O -1.976 3.302 8.411
C -1.462 1.995 8.322
N -2.370 5.995 10.993
H -2.468 7.145 8.628
H -2.183 5.756 7.664
H -0.828 6.338 8.699
H -3.543 5.222 9.525
H -2.542 3.302 10.417
H -0.879 3.918 10.089
H -2.062 1.313 8.924
H -0.427 2.015 8.662
H -1.410 1.585 7.313
H -2.745 5.326 11.650
H -1.428 6.139 11.328
C -0.216 -5.497 9.674
C -0.540 -5.157 11.163
C -1.222 -3.819 11.359
O -1.440 -3.520 12.706
C -1.887 -2.207 12.925
N -1.294 -6.336 11.607
H 0.423 -6.376 9.587
H 0.269 -4.665 9.164
H -1.137 -5.834 9.199
H 0.433 -5.099 11.652
H -2.202 -3.804 10.883
H -0.642 -3.001 10.931
H -2.100 -2.072 13.985
H -2.744 -1.983 12.290
H -1.132 -1.477 12.633
H -0.835 -7.199 11.353
H -1.389 -6.361 12.612
C 6.531 -3.282 -2.275
C 5.613 -2.062 -2.422
C 6.326 -0.862 -3.034
O 7.382 -0.217 -2.250
C 6.941 0.451 -1.060
N 4.589 -2.515 -3.325
H 7.040 -3.521 -3.209
H 6.055 -4.191 -1.908
H 7.374 -2.970 -1.658
H 5.187 -1.776 -1.461
H 5.618 -0.052 -3.208
H 6.805 -1.183 -3.959
H 6.214 1.234 -1.274
H 7.761 0.908 -0.507
H 6.435 -0.279 -0.427
H 3.976 -3.160 -2.848
H 4.039 -1.735 -3.655
C 3.961 4.519 3.934
C 4.548 5.710 4.753
C 3.509 6.280 5.770
O 5.678 5.263 5.426
H 3.515 3.725 4.532
H 4.520 4.030 3.137
H 3.016 4.844 3.499
H 4.812 6.479 4.029
H 3.341 5.671 6.658
H 2.446 6.261 5.532
H 3.911 7.253 6.053
H 6.222 6.016 5.668
C -4.506 -3.485 -4.280
C -3.943 -3.648 -2.934
C -5.100 -3.678 -1.844
O -3.169 -4.814 -2.851
H -3.762 -3.440 -5.075
H -4.928 -2.480 -4.259
H -5.247 -4.248 -4.518
H -3.322 -2.786 -2.689
H -4.645 -3.761 -0.857
H -5.721 -4.574 -1.871
H -5.671 -2.750 -1.797
H -3.728 -5.593 -2.885
C -4.609 5.480 1.073
C -3.271 5.809 0.485
C -2.230 6.014 1.600
O -2.836 4.828 -0.444
H -5.439 5.427 0.368
H -4.949 6.304 1.699
H -4.641 4.582 1.690
H -3.232 6.758 -0.049
H -2.088 5.153 2.253
H -2.670 6.739 2.284
H -1.259 6.364 1.250
H -3.460 4.679 -1.158
C -1.559 8.151 -5.313
C -1.244 8.349 -6.816
C -1.240 9.805 -7.234
O 0.012 7.880 -7.188
H -1.618 7.144 -4.899
H -2.538 8.593 -5.127
H -0.858 8.731 -4.713
H -1.925 7.768 -7.438
H -0.589 10.354 -6.554
H -2.251 10.188 -7.098
H -0.885 10.020 -8.242
H 0.291 8.244 -8.032
C -4.345 2.570 -6.290
C -5.484 3.600 -6.087
C -6.844 3.024 -6.621
O -5.721 3.941 -4.754
H -4.438 1.643 -5.723
H -3.368 2.948 -5.988
H -4.324 2.305 -7.347
H -5.348 4.504 -6.680
H -7.705 3.691 -6.573
H -7.047 2.146 -6.009
H -6.609 2.777 -7.657
H -6.558 4.410 -4.762
C 6.880 1.630 -9.736
C 7.577 0.484 -10.517
C 8.152 -0.575 -9.496
O 6.647 -0.164 -11.373
H 6.205 2.340 -10.215
H 7.655 2.281 -9.332
H 6.375 1.150 -8.897
H 8.387 0.840 -11.153
H 8.799 -1.336 -9.931
H 7.330 -1.094 -9.002
H 8.695 -0.057 -8.705
H 7.075 -1.019 -11.465
C 3.212 8.169 -1.235
C 3.877 7.411 -2.381
C 3.351 5.947 -2.546
O 3.577 8.197 -3.457
H 3.642 9.168 -1.165
H 3.431 7.665 -0.293
H 2.133 8.214 -1.378
H 4.965 7.411 -2.317
H 3.645 5.357 -1.678
H 3.657 5.360 -3.412
H 2.261 5.969 -2.569
H 2.761 7.907 -3.871
C 1.497 -7.395 0.031
C 1.666 -7.664 -1.428
C 0.781 -8.784 -1.861
O 1.308 -6.475 -2.115
H 0.475 -7.068 0.220
H 2.231 -6.634 0.295
H 1.635 -8.333 0.569
H 2.654 -7.889 -1.830
H -0.256 -8.463 -1.767
H 0.872 -9.673 -1.236
H 0.916 -9.048 -2.910
H 0.353 -6.396 -2.168
C 2.767 -4.192 -9.434
C 2.210 -4.820 -8.188
C 1.182 -5.861 -8.474
O 3.290 -5.314 -7.487
H 3.647 -3.566 -9.286
H 2.147 -3.427 -9.901
H 3.189 -4.978 -10.061
H 1.738 -4.096 -7.524
H 1.471 -6.522 -9.292
H 0.291 -5.334 -8.818
H 0.941 -6.452 -7.591
H 3.369 -4.786 -6.690
*
```

strongest force on any atom = 3.08 eV/A
Kohn-Sham gap = 8.44 eV

***

This record from OMol25 describes a 5-piece molecular cluster, C33H56BrN7 overall. The level of theory is ωB97M-V with the def2-TZVPD basis set.

Structure (ORCA input):
```
! RIJCOSX wB97M-V def2-TZVPD def2/J DEFGRID3
* xyz 5 2
C -1.096 -0.009 -0.257
C -1.965 -0.809 -1.211
C -2.688 0.032 -2.372
N -3.671 -0.657 -3.309
C -4.326 0.469 -4.092
C -5.588 0.030 -4.881
C -6.512 -0.798 -4.059
C -5.831 -1.938 -3.323
C -4.667 -1.463 -2.488
C -2.945 -1.608 -4.294
H -0.371 0.592 -0.807
H -0.520 -0.712 0.345
H -1.687 0.615 0.413
H -2.631 -1.394 -0.577
H -1.434 -1.639 -1.676
H -1.810 0.419 -2.889
H -3.168 0.897 -1.913
H -4.653 1.346 -3.533
H -3.537 0.898 -4.709
H -6.185 0.866 -5.244
H -5.359 -0.466 -5.825
H -6.964 -0.153 -3.307
H -7.334 -1.133 -4.692
H -6.615 -2.407 -2.729
H -5.566 -2.609 -4.140
H -5.040 -0.681 -1.827
H -4.205 -2.217 -1.851
H -3.655 -2.049 -4.993
H -2.398 -2.420 -3.815
H -2.232 -0.988 -4.837
C 1.572 1.467 -7.536
N 1.615 0.545 -6.372
C 2.106 -0.687 -6.505
C 1.981 -1.530 -5.436
C 1.555 -1.106 -4.152
C 1.048 0.200 -4.137
C 1.028 1.028 -5.255
C 1.452 -2.130 -3.035
C 0.904 -3.365 -3.249
C 0.873 -4.244 -2.185
N 1.372 -3.889 -0.962
C 2.025 -2.767 -0.745
C 1.996 -1.836 -1.787
C 1.200 -4.854 0.225
H 0.898 0.921 -8.195
H 2.550 1.672 -7.969
H 1.175 2.433 -7.223
H 2.391 -0.993 -7.501
H 2.207 -2.572 -5.605
H 0.736 0.535 -3.158
H 0.701 2.052 -5.156
H 0.424 -3.595 -4.189
H 0.366 -5.195 -2.251
H 2.500 -2.494 0.185
H 2.553 -0.915 -1.693
H 0.338 -4.602 0.841
H 2.103 -4.774 0.830
H 1.232 -5.910 -0.046
C 4.213 6.789 7.022
C 3.427 7.155 5.735
N 2.833 6.029 5.082
C 1.865 6.200 4.079
C 1.450 4.915 3.632
N 2.333 3.980 4.206
C 3.196 4.679 5.055
C 2.376 2.555 4.029
H 4.649 7.671 7.491
H 4.973 6.039 6.801
H 3.616 6.364 7.830
H 4.001 7.766 5.038
H 2.563 7.766 5.995
H 1.371 7.134 3.855
H 0.672 4.703 2.914
H 3.946 4.123 5.598
H 2.194 2.168 5.032
H 3.385 2.270 3.729
H 1.657 2.403 3.225
C 3.657 -2.583 5.656
C 2.776 -1.354 5.592
N 1.330 -1.669 5.324
C 0.554 -2.668 5.895
C -0.708 -2.560 5.302
N -0.734 -1.512 4.300
C 0.517 -0.976 4.411
C -1.816 -1.112 3.397
H 3.106 -3.363 6.182
H 4.625 -2.485 6.146
H 3.749 -2.938 4.630
H 3.157 -0.707 4.802
H 2.777 -0.868 6.568
H 0.955 -3.229 6.726
H -1.559 -3.218 5.398
H 0.814 -0.173 3.753
H -1.469 -1.064 2.365
H -2.199 -0.102 3.545
H -2.676 -1.758 3.571
Br 2.178 0.218 1.238
*
```

strongest force on any atom = 5.12 eV/A
Kohn-Sham gap (alpha / beta) = 6.78 / 4.19 eV

***

This record from OMol25 describes C8H27CsN4O6 as an isolated structure. The level of theory is ωB97M-V with the def2-TZVPD basis set.

Structure (ORCA input):
```
! RIJCOSX wB97M-V def2-TZVPD def2/J DEFGRID3
* xyz 0 1
Cs 9.845 -23.595 8.462
O 12.102 -23.646 5.306
H 11.902 -22.787 5.728
C 15.425 -21.397 7.095
O 16.266 -20.694 7.573
N 14.777 -21.259 6.005
N 15.158 -22.571 7.513
H 14.051 -21.885 5.688
H 15.150 -20.538 5.404
H 15.670 -23.096 8.207
H 14.454 -23.111 7.030
C 14.704 -27.432 6.101
O 15.356 -28.406 6.193
N 15.113 -26.311 5.603
N 13.509 -27.231 6.577
H 14.531 -25.488 5.543
H 16.024 -26.204 5.179
H 13.251 -27.983 7.199
H 13.102 -26.317 6.432
C 9.378 -18.766 5.965
C 8.572 -19.248 7.131
O 8.013 -20.499 6.817
H 9.822 -17.795 6.183
H 8.925 -18.837 4.976
H 10.183 -19.501 5.943
H 7.839 -18.552 7.538
H 9.201 -19.428 8.003
H 7.371 -20.394 6.111
C 13.268 -27.263 0.078
C 13.637 -26.476 1.334
O 12.436 -25.869 1.708
H 12.841 -26.566 -0.643
H 12.431 -27.885 0.395
H 13.997 -27.948 -0.355
H 14.571 -25.919 1.256
H 13.819 -27.174 2.151
H 12.506 -25.393 2.539
C 11.598 -21.649 -0.457
C 11.898 -21.516 1.037
O 10.860 -21.933 1.841
H 10.688 -22.240 -0.562
H 12.326 -22.242 -1.011
H 11.373 -20.718 -0.976
H 12.317 -20.588 1.428
H 12.811 -22.001 1.381
H 11.232 -22.488 2.530
*
```

energy above the lowest of the compared OMol25 structures with the same formula, charge and spin = 99.54 kcal per mole
strongest force on any atom = 8.15 eV/A
Kohn-Sham gap = 6.47 eV

***

This record from OMol25 describes a 2-piece molecular cluster, C3H10O3 overall. The level of theory is ωB97M-V with the def2-TZVPD basis set.

Structure (ORCA input):
```
! RIJCOSX wB97M-V def2-TZVPD def2/J DEFGRID3
* xyz 0 1
C -0.809 1.195 -0.541
O -1.674 2.319 -0.299
C -0.489 0.354 0.657
C -0.180 -1.089 0.368
O -1.398 -1.877 0.096
H -1.441 0.587 -1.209
H 0.010 1.573 -1.171
H -1.126 3.013 0.037
H 0.347 0.704 1.286
H -1.217 0.487 1.468
H 0.466 -1.319 -0.467
H 0.233 -1.535 1.281
H -1.377 -2.547 0.767
H 3.189 -0.031 -1.074
H 2.925 -1.354 -0.674
O 2.541 -0.479 -0.523
*
```

energy above the lowest of the compared OMol25 structures with the same formula, charge and spin = 25.63 kcal per mole
SMILES = OCCCO.O
strongest force on any atom = 2.21 eV/A
Kohn-Sham gap = 10.53 eV

***

Q: Look up the strongest force on any atom of the second one.
A: 1.06 eV/A

***

Q: Look up the strongest force on any atom of the fourth one.
A: 5.12 eV/A

***

Q: Among the records above, which one has the lowest strongest force on any atom?
A: C32H48As3N5O3Sc